# 1
ORCA calculation (ωB97M-V with the def2-TZVPD basis set) on a 7-piece molecular cluster, C39H34ClF6PS overall.

```
! wB97M-V def2-TZVPD RIJCOSX def2/J DEFGRID3
* xyz 0 1
C -3.08379 -0.58515 -1.55732
C -2.03633 -0.02629 -1.78295
C -0.80779 0.65103 -2.03471
P 0.68096 -0.44386 -2.08630
S 0.54152 -1.26021 -0.15371
Cl -0.11789 -1.96797 -3.22297
H -3.83093 -1.27947 -1.25453
H -0.85268 1.18294 -2.97695
H -0.61740 1.36394 -1.24049
H -0.40069 -0.50294 0.38045
F 3.18284 -3.78685 -8.77650
C 2.12195 -3.00975 -8.46857
C 1.32907 -2.53717 -9.49317
C 0.24045 -1.74175 -9.16807
C -0.03377 -1.43123 -7.84395
C 0.78414 -1.92037 -6.83498
C 1.87426 -2.72056 -7.14317
H 1.56577 -2.79007 -10.51723
H -0.39626 -1.36486 -9.95651
H -0.88402 -0.81052 -7.59790
H 0.57790 -1.68219 -5.80043
H 2.52304 -3.11777 -6.37467
F 1.61668 2.16557 -0.65529
C 2.95065 2.38876 -0.81767
C 3.38441 3.64831 -1.16182
C 4.74892 3.83636 -1.33834
C 5.63372 2.77916 -1.17970
C 5.15680 1.52309 -0.83110
C 3.79994 1.32020 -0.64023
H 2.67404 4.45300 -1.29191
H 5.11802 4.81578 -1.60896
H 6.69274 2.93191 -1.33215
H 5.83751 0.69385 -0.71048
H 3.39810 0.35457 -0.36592
F -6.47606 -1.63604 -0.15580
C -6.64251 -0.66305 0.77078
C -7.72064 -0.73720 1.62659
C -7.87487 0.26499 2.57312
C -6.96771 1.31183 2.64842
C -5.89425 1.35569 1.76946
C -5.72170 0.36058 0.81852
H -8.41745 -1.55995 1.54648
H -8.71231 0.22857 3.25553
H -7.09701 2.08830 3.38453
H -5.18522 2.17046 1.81962
H -4.89326 0.37136 0.12486
F -9.18156 2.84332 4.36838
C -9.00902 2.83587 5.70978
C -9.30253 1.68391 6.40831
C -9.11555 1.68401 7.78228
C -8.64856 2.81922 8.42857
C -8.36368 3.96271 7.69634
C -8.54083 3.97959 6.32097
H -9.66953 0.81256 5.88392
H -9.33619 0.79009 8.34863
H -8.50689 2.81251 9.49991
H -8.00193 4.85027 8.19623
H -8.32225 4.85665 5.72785
F 6.66636 -0.32180 -2.94173
C 6.82650 -1.53461 -2.36931
C 5.84274 -2.48360 -2.55688
C 6.00417 -3.72329 -1.95655
C 7.12765 -3.99111 -1.18716
C 8.09768 -3.01401 -1.01815
C 7.95440 -1.76990 -1.61303
H 4.97455 -2.24701 -3.15683
H 5.24688 -4.48288 -2.09316
H 7.24598 -4.95865 -0.72019
H 8.97132 -3.21642 -0.41459
H 8.69609 -0.99232 -1.49454
F 6.42070 -0.41350 2.06000
C 5.31045 -0.42750 2.82792
C 4.16580 -1.01203 2.32776
C 3.03025 -1.01574 3.12401
C 3.05400 -0.44384 4.38775
C 4.22234 0.13547 4.86095
C 5.36732 0.14746 4.07992
H 4.17069 -1.44869 1.33713
H 2.12181 -1.46666 2.74899
H 2.16404 -0.44758 5.00100
H 4.24491 0.58558 5.84366
H 6.28987 0.59145 4.42726
*
```

Results
Orbital gap: 9.59 eV
LUMO energy: 0.42 eV
F_max: 0.040 hartree/bohr
SMILES: C#CCP(S)Cl.Fc1ccccc1.Fc1ccccc1.Fc1ccccc1.Fc1ccccc1.Fc1ccccc1.Fc1ccccc1

=====

# 2
ORCA calculation (ωB97M-V with the def2-TZVPD basis set) on a 2-piece molecular cluster, C20H36NO4 overall.

```
! wB97M-V def2-TZVPD RIJCOSX def2/J DEFGRID3
* xyz 1 1
C 0.73812 1.43980 4.36414
C -0.28163 2.00812 4.16324
C -1.53640 2.62805 3.73673
C -1.41761 2.90138 2.20965
C -1.38080 1.41735 1.71010
C -2.16207 1.08344 0.42373
C -1.47540 0.06711 -0.49487
C -0.72171 -1.07444 0.22987
C -1.11818 -2.49705 -0.25477
C 0.11963 -3.34176 -0.61246
C 0.56037 -4.33683 0.47838
C 1.85143 -3.96146 1.20273
C 3.05245 -3.64155 0.28976
C 3.15158 -4.49104 -0.96225
C 4.38100 -4.09591 -1.81398
O 4.61564 -2.70276 -1.83683
C 5.69295 -2.25514 -1.03695
O -1.99908 0.61280 2.73866
C -2.55094 1.47248 3.64348
O -3.61018 1.35584 4.15712
H 1.66753 0.95148 4.46185
H -1.79957 3.45750 4.37659
H -2.24672 3.47217 1.82757
H -0.42063 3.29547 2.05489
H -0.34422 1.17730 1.50035
H -2.34401 2.00118 -0.13743
H -3.14288 0.70977 0.69889
H -2.25992 -0.40075 -1.08508
H -0.80149 0.52922 -1.21477
H -0.86779 -1.05750 1.30732
H 0.33975 -0.91817 0.06560
H -1.63988 -2.97341 0.56937
H -1.81544 -2.44900 -1.08643
H 0.93767 -2.71053 -0.93986
H -0.14070 -3.93175 -1.49213
H 0.64542 -5.33772 0.06545
H -0.22074 -4.38642 1.23433
H 2.12341 -4.80255 1.83989
H 1.70791 -3.12204 1.88129
H 3.06659 -2.57613 0.08065
H 3.95156 -3.84065 0.87484
H 3.25606 -5.54605 -0.71435
H 2.28832 -4.40264 -1.61617
H 4.14537 -4.38001 -2.83951
H 5.25835 -4.67677 -1.53071
H 5.31077 -1.54102 -0.30383
H 6.44001 -1.73486 -1.63343
H 6.16543 -3.05465 -0.47215
C -1.57656 6.14500 -1.75218
C -2.22871 4.87339 -1.34223
O -1.97046 4.20781 -0.39654
N -3.42315 4.35201 -2.12747
C -3.49304 4.61051 -3.59851
H -0.60658 6.20106 -1.26772
H -1.43290 6.19812 -2.83156
H -2.19427 6.98708 -1.43048
H -4.24945 4.73823 -1.65644
H -3.44885 3.35415 -1.88552
H -3.62928 5.67457 -3.76328
H -4.34114 4.06192 -3.99857
H -2.57490 4.25621 -4.05803
*
```

Results
Orbital gap: 6.74 eV
ΔE to the lowest compared entry with this formula, charge and spin: 64.2 kcal/mol
LUMO energy: -4.15 eV
F_max: 0.039 hartree/bohr

=====

# 3
ORCA calculation (ωB97M-V with the def2-TZVPD basis set) on an isolated ion of composition C2HCl3N and charge +1.

```
! wB97M-V def2-TZVPD RIJCOSX def2/J DEFGRID3
* xyz 1 3
C -1.64774 -0.08488 -0.07629
C 0.88329 0.10355 0.01928
N -0.53426 0.13821 0.04859
Cl 1.31005 -1.42253 0.88985
Cl 1.33068 -0.02496 -1.66894
Cl 1.37939 1.59363 0.74554
H -2.72141 -0.30302 0.04197
*
```

Results
Orbital gap (alpha / beta): 5.68 / 5.83 eV
ΔE to the lowest compared entry with this formula, charge and spin: 64.2 kcal/mol
LUMO energy (alpha / beta): -5.05 / -11.05 eV
F_max: 0.140 hartree/bohr

=====

# 4
ORCA calculation (ωB97M-V with the def2-TZVPD basis set) on C22H23I2N4NaO2 as an isolated structure.

```
! wB97M-V def2-TZVPD RIJCOSX def2/J DEFGRID3
* xyz -2 1
Na 0.07277 -0.57779 -0.26676
I -8.06171 -0.98716 1.14605
C -6.03364 -0.90468 0.64204
C -5.23068 -2.02393 0.82333
C -3.89158 -1.94464 0.48498
I -2.64945 -3.59902 0.71268
C -3.27706 -0.76451 -0.04204
O -2.04820 -0.72166 -0.35298
C -4.15394 0.35807 -0.20518
C -3.61922 1.61262 -0.84459
N -2.43215 2.14077 -0.18673
C -1.84932 3.24784 -0.91814
C -0.36533 3.39579 -0.65318
C 0.16149 4.64511 -0.27065
C 1.56135 4.81279 -0.28853
C 2.35580 3.73147 -0.53431
C 1.75475 2.41820 -0.61530
N 0.37490 2.33777 -0.88696
C -5.49209 0.27231 0.13257
H -5.63697 -2.94436 1.22025
H -4.40838 2.37217 -0.81997
H -3.41414 1.41461 -1.91248
H -1.75939 1.38415 -0.12632
H -2.35685 4.18404 -0.66097
H -1.96883 3.11579 -2.00856
H -0.50563 5.47111 -0.05802
H 1.99600 5.79485 -0.13066
H 3.43470 3.81770 -0.56143
H 2.32889 1.68329 -1.18050
H -6.12337 1.14444 -0.00081
N 1.11073 -2.34534 -1.29698
C 1.38360 -3.61509 -1.10157
C 1.18798 -4.62089 -2.11488
C 1.48013 -5.94906 -1.88082
C 1.98905 -6.40744 -0.66077
C 2.18612 -5.44474 0.33727
C 1.90093 -4.10873 0.15112
H 0.78795 -4.30806 -3.07238
H 1.30177 -6.65959 -2.68501
H 2.20744 -7.45412 -0.49316
H 2.56998 -5.75314 1.30662
H 2.05903 -3.39775 0.95330
C 4.09607 0.33107 0.83991
N 3.45060 1.58196 1.20003
C 3.85592 2.09414 2.48502
C 1.99405 1.59891 1.00872
O 1.37828 0.48062 0.96317
H 4.53998 -0.14561 1.72452
H 4.89817 0.47176 0.10678
H 3.36546 -0.36882 0.43436
H 4.93963 2.24842 2.51647
H 3.59263 1.42312 3.32355
H 3.38570 3.06220 2.66991
H 1.57608 2.39905 1.64803
*
```

Results
Orbital gap (alpha / beta): 4.18 / 4.60 eV
ΔE to the lowest compared entry with this formula, charge and spin: 3.4 kcal/mol
LUMO energy (alpha / beta): 3.59 / 3.59 eV
F_max: 0.015 hartree/bohr

=====

# 5
ORCA calculation (ωB97M-V with the def2-TZVPD basis set) on a 2-piece molecular cluster, CH4NO2S overall.

```
! wB97M-V def2-TZVPD RIJCOSX def2/J DEFGRID3
* xyz -1 1
C -1.03906 -0.20644 -0.39328
N 0.85645 1.91761 0.80965
O 1.10570 -1.37047 -1.39553
O 0.84204 -1.56769 1.01035
S 0.78734 -0.70286 -0.15523
H -1.80076 -0.89700 -1.05053
H -1.50160 0.10060 0.55168
H -0.87696 0.71078 -0.87419
H 1.62685 2.01548 1.49707
*
```

Results
Orbital gap (alpha / beta): 6.29 / 7.12 eV
ΔE to the lowest compared entry with this formula, charge and spin: 155.7 kcal/mol
LUMO energy (alpha / beta): 3.26 / 3.87 eV
F_max: 0.059 hartree/bohr

=====

# 6
ORCA calculation (ωB97M-V with the def2-TZVPD basis set) on one molecule with the formula C5H10O.

```
! wB97M-V def2-TZVPD RIJCOSX def2/J DEFGRID3
* xyz 0 1
C -0.87786 -1.14878 -1.46633
C 0.40065 -0.47824 -0.99689
C 0.38957 0.21295 0.40761
C 0.52307 1.72181 0.33655
C -0.18395 -0.23048 1.75773
O 1.08331 -0.64212 1.30252
H -1.67086 -0.40739 -1.59752
H -1.19970 -1.88464 -0.72555
H -0.73622 -1.67491 -2.41915
H 0.73817 0.24044 -1.76322
H 1.20374 -1.22930 -0.94930
H 0.84278 2.11762 1.30008
H 1.14579 2.11342 -0.47410
H -0.49859 2.09368 0.15786
H -1.08314 -0.84186 1.77713
H -0.04388 0.25274 2.74639
*
```

Results
Orbital gap: 10.87 eV
ΔE to the lowest compared entry with this formula, charge and spin: 49.6 kcal/mol
LUMO energy: 1.03 eV
F_max: 0.026 hartree/bohr
SMILES: CC[C@@]1(C)CO1

=====

# 7
ORCA calculation (ωB97M-V with the def2-TZVPD basis set) on one molecule with the formula C15H14BClO3.

```
! wB97M-V def2-TZVPD RIJCOSX def2/J DEFGRID3
* xyz 0 1
Cl -0.81946 2.94411 2.93981
O -1.22570 -2.70272 0.06046
O -2.63714 1.56215 1.04629
O -0.71695 -0.56564 1.04700
B -0.33616 -1.62966 0.21608
C 3.74624 -1.46686 -1.11351
C 0.74344 3.15724 -0.73084
C -0.06574 2.35711 -1.48921
C 3.14292 -0.41031 -0.49680
C 3.04110 -2.64299 -1.28270
C 0.49027 3.35393 0.61684
C -1.20628 1.85660 -0.90191
C 1.81685 -0.46150 -0.12517
C 1.74287 -2.76529 -0.81163
C -0.61864 2.81335 1.24006
C -1.49374 2.07184 0.44074
C 1.13779 -1.66530 -0.23127
C -2.38850 -2.30478 0.73039
C -3.00002 0.22439 0.68106
C -2.08575 -0.84509 1.29504
H 4.79329 -1.40468 -1.40166
H 1.63823 3.59704 -1.11527
H 0.20024 2.09183 -2.48345
H 3.67067 0.50534 -0.29173
H 3.54936 -3.50889 -1.73785
H 1.17852 3.95188 1.18805
H -1.85882 1.22477 -1.48519
H 1.32267 0.38291 0.33182
H 1.30095 -3.75780 -0.68443
H -3.22596 -2.33919 0.01658
H -2.54449 -2.99064 1.56758
H -3.04745 0.08707 -0.40574
H -4.04780 0.08702 0.99341
H -2.19680 -0.80724 2.37716
*
```

Results
Orbital gap: 9.34 eV
ΔE to the lowest compared entry with this formula, charge and spin: 3.3 kcal/mol
LUMO energy: 0.62 eV
F_max: 0.048 hartree/bohr
SMILES: Clc1ccccc1OC[C@H]1COB(c2ccccc2)O1

=====

# 8
ORCA calculation (ωB97M-V with the def2-TZVPD basis set) on C30H42N4O5S4SbSe2Ti as an isolated structure.

```
! wB97M-V def2-TZVPD RIJCOSX def2/J DEFGRID3
* xyz -1 1
Ti 0.95124 -0.40970 0.05433
O 3.74982 0.76701 -4.94563
C 4.51946 0.08430 -4.08012
C 5.79115 -0.30169 -4.50415
C 6.62796 -1.00588 -3.65982
C 6.21460 -1.34413 -2.37493
C 4.95530 -0.96434 -1.95242
C 4.09587 -0.24569 -2.78185
C 2.76303 0.13903 -2.27863
O 2.47253 -0.15133 -1.04209
N 1.96053 0.76024 -3.07909
N 0.75500 1.12908 -2.49587
C -0.22922 1.11581 -3.29961
S -1.80177 1.68620 -2.77037
C -2.53315 1.67568 -4.42418
C -1.94225 0.49129 -5.16183
S -0.14124 0.56543 -4.97253
H 2.88723 0.93373 -4.48944
H 6.09299 -0.03561 -5.50888
H 7.61092 -1.29962 -4.00857
H 6.86317 -1.90555 -1.71589
H 4.60009 -1.23018 -0.96711
H -2.30615 2.60917 -4.93993
H -3.61215 1.57920 -4.30246
H -2.17168 0.52183 -6.22704
H -2.30044 -0.44556 -4.73395
C -5.24444 -0.66383 1.68003
Se -3.51727 -0.88308 2.53786
C -3.33553 1.00969 3.02133
C -2.05129 1.33535 3.76372
Se -0.38763 0.60474 2.87844
C -0.36297 -0.92240 4.09891
H -5.14241 -0.01910 0.80900
H -5.97679 -0.25551 2.37530
H -5.56615 -1.64736 1.34540
H -4.21407 1.25156 3.62459
H -3.39408 1.57379 2.08971
H -2.08554 1.00937 4.80384
H -1.89740 2.41731 3.75762
H -1.33514 -1.40679 4.09148
H -0.12605 -0.55667 5.09661
H 0.38683 -1.62879 3.76345
S -3.21986 -1.68819 -1.44022
C -1.98721 -0.88428 -0.77794
N -1.09181 -0.29666 -0.28918
O -0.35644 -3.03770 1.69147
C -0.00168 -3.24759 0.54908
N 0.95719 -2.51446 -0.11665
S 1.11813 -2.98361 -1.67783
O 0.57315 -1.95198 -2.52649
O 2.44247 -3.44994 -1.97655
C -0.00513 -4.34354 -1.57089
C -0.33735 -5.28406 -2.52516
C -1.28022 -6.23896 -2.16902
C -1.85211 -6.24315 -0.89752
C -1.49029 -5.29778 0.05073
C -0.55363 -4.34581 -0.30814
H 0.11223 -5.26880 -3.50891
H -1.57771 -6.99078 -2.88898
H -2.58870 -6.99737 -0.65117
H -1.92229 -5.27958 1.04245
C 3.76157 1.26120 1.51752
C 3.17416 0.07139 2.28028
C 3.07512 0.46182 3.76439
C 4.14542 -1.11464 2.16923
C 1.81670 -0.38131 1.76046
H 4.78744 1.44819 1.84988
H 3.18646 2.16941 1.71394
H 3.77622 1.08080 0.44341
H 4.05943 0.74827 4.15099
H 2.70382 -0.37571 4.36048
H 2.38727 1.29794 3.89845
H 5.15117 -0.83290 2.49852
H 4.20093 -1.47152 1.13970
H 3.80216 -1.94652 2.78925
H 1.60477 -1.40467 2.10669
C 0.95875 3.99069 2.03179
Sb 0.51779 2.66713 0.39497
C -1.57501 3.14451 0.38698
C 1.11671 4.07619 -1.11158
H 0.43334 4.93160 1.86323
H 2.02822 4.18533 2.10535
H 0.61553 3.53432 2.95948
H -1.76417 4.01140 -0.24590
H -1.86871 3.37321 1.41225
H -2.14684 2.28833 0.03331
H 0.72555 5.06372 -0.86378
H 0.73263 3.75445 -2.07797
H 2.20472 4.12060 -1.16349
*
```

Results
Orbital gap: 6.20 eV
ΔE to the lowest compared entry with this formula, charge and spin: 34.3 kcal/mol
LUMO energy: 2.21 eV
F_max: 0.037 hartree/bohr

=====

Result set for E_tot: -3305.40457, -1138.98811, -1511.57317, -1979.28949, -643.78481, -271.67350, -1290.82973, -9249.00073 Eh, one per record in the order listed.